[1]
{
  "formula": "C10H15BNO",
  "method": "the ωB97M-V functional and the def2-TZVPD basis",
  "charge": 1,
  "total_energy_ha": -544.5326,
  "species": ["B", "C", "C", "C", "C", "C", "C", "C", "C", "C", "C", "N", "O", "H", "H", "H", "H", "H", "H", "H", "H", "H", "H", "H", "H", "H", "H", "H"],
  "xyz": [[-0.9326, 1.2142, -0.1192], [2.7903, -1.9577, -0.1086], [1.4365, -2.0790, 0.1093], [3.3826, -0.7521, -0.1932], [0.6558, -0.9182, 0.1165], [2.6228, 0.4505, -0.0717], [1.2284, 0.2988, 0.0110], [-0.7999, -0.9198, 0.4831], [-1.8591, -0.1479, -0.2871], [3.2626, 1.7714, -0.0792], [-4.3946, -0.4475, -0.5297], [-3.1348, -0.2425, 0.1771], [0.2951, 1.3539, -0.1733], [-0.7789, 3.3451, 0.6577], [3.4517, -2.8655, -0.1083], [1.0573, -3.0649, 0.0918], [4.4007, -0.5859, -0.2360], [-1.2160, -2.0302, 0.4792], [-1.0082, -0.6214, 1.5607], [-1.9374, -0.3672, -1.4025], [3.8343, 1.9436, -0.9530], [2.4647, 2.5255, -0.0342], [3.9191, 1.9616, 0.7805], [-4.9703, 0.4470, -0.8495], [-4.3483, -1.1408, -1.3321], [-5.1881, -0.9982, 0.0605], [-3.3608, -0.2769, 1.1352], [-0.8729, 4.1040, 0.8150]],
  "forces_ev_per_angstrom": [[-1.6, -0.9, -0.8], [1.1, -2.3, 0.4], [0.0, 1.1, -0.8], [-2.1, 2.9, 0.8], [-1.4, -1.8, 0.9], [-0.7, -1.1, -0.4], [2.7, 0.2, -0.8], [-1.6, -3.8, 1.7], [-1.0, 1.4, -2.4], [-0.7, 1.2, 1.0], [-1.8, -0.1, 0.1], [-2.2, -0.6, 0.4], [2.1, 1.1, 0.5], [-0.2, 1.3, 0.3], [-0.9, 0.9, -0.2], [-0.9, -0.7, 0.4], [2.1, -0.1, -0.3], [0.9, 2.1, -0.1], [0.8, -0.3, -0.9], [0.7, 0.4, 1.1], [0.6, 0.1, -1.0], [0.4, 0.1, -0.1], [-0.2, -0.3, -0.1], [0.9, -0.1, 0.0], [0.7, -0.3, -1.2], [1.3, 0.7, 0.3], [0.7, 0.2, 1.3], [0.1, -1.2, -0.3]],
  "lowdin_charge": [0.000, -0.060, 0.006, 0.000, -0.154, -0.150, -0.110, -0.080, -0.251, -0.016, -0.075, -0.072, 0.228, 0.027, 0.145, 0.114, 0.107, 0.194, 0.168, 0.194, 0.085, 0.089, 0.109, 0.094, 0.068, 0.110, 0.125, 0.109]
}


[2]
{
  "formula": "C46H66ClGeN4P3Ru",
  "method": "the ωB97M-V functional and the def2-TZVPD basis",
  "charge": 3,
  "spin_multiplicity": 6,
  "total_energy_ha": -5666.5941,
  "s_squared": 8.84,
  "species": ["Ru", "C", "C", "C", "P", "C", "N", "Ge", "N", "C", "P", "C", "C", "C", "C", "C", "C", "C", "C", "C", "C", "C", "C", "N", "C", "C", "C", "C", "C", "C", "C", "C", "C", "C", "C", "C", "N", "C", "P", "C", "C", "C", "C", "C", "C", "C", "C", "C", "H", "H", "H", "H", "H", "H", "H", "H", "H", "H", "H", "H", "H", "H", "H", "H", "H", "H", "H", "H", "H", "H", "H", "H", "H", "H", "H", "H", "H", "H", "H", "H", "H", "H", "H", "H", "H", "H", "H", "H", "H", "H", "H", "H", "H", "H", "H", "H", "H", "H", "H", "H", "H", "H", "H", "H", "H", "H", "H", "H", "Cl", "C", "C", "C", "C", "C", "C", "C", "H", "H", "H", "H", "H", "H"],
  "xyz": [[-0.4972, -0.7618, 0.2044], [0.7236, 0.3932, 5.2042], [0.0829, -0.5227, 4.1640], [1.0381, -1.6647, 3.8390], [-0.4598, 0.3113, 2.5660], [0.5155, 1.9025, 2.5663], [0.7243, 2.4512, 1.2744], [0.8390, 1.1658, -0.3805], [0.3367, 1.6047, -2.3364], [-0.6940, 0.8796, -3.0096], [-1.7049, -0.2157, -1.8920], [-2.0753, -1.6057, -3.0868], [-2.8501, -1.1982, -4.3351], [-2.7387, -2.7739, -2.3647], [-3.2299, 0.8395, -1.6217], [-4.2911, -0.0650, -0.9948], [-3.8060, 1.6573, -2.7761], [1.1522, 2.4068, -3.0519], [1.1593, 2.5287, -4.4562], [2.1059, 3.3113, -5.0765], [3.0674, 3.9881, -4.3302], [3.0558, 3.9117, -2.9435], [2.0921, 3.1572, -2.3071], [1.9371, 3.0736, -0.8872], [1.1602, 4.1114, -0.2931], [0.9415, 5.3637, -0.8241], [0.2906, 6.3217, -0.0546], [-0.0958, 6.0348, 1.2534], [0.0833, 4.7786, 1.7811], [0.6496, 3.7609, 0.9890], [3.2042, 2.9293, -0.2245], [3.9864, 4.0113, 0.1293], [5.2430, 3.8028, 0.6786], [5.7132, 2.5051, 0.8591], [4.9213, 1.4203, 0.5495], [3.6254, 1.6073, 0.0355], [2.7079, 0.6176, -0.1560], [3.0951, -0.7387, 0.1433], [1.7533, -2.0262, -0.0533], [2.5024, -3.3859, 1.0255], [3.7145, -4.0675, 0.3922], [1.5011, -4.4553, 1.4550], [2.0904, -2.5959, -1.8002], [1.1488, -3.7407, -2.1640], [1.8887, -1.4294, -2.7547], [-2.2149, 0.8077, 3.0065], [-2.8194, 1.4897, 1.7879], [-2.4031, 1.6316, 4.2716], [0.7707, -0.1414, 6.1511], [0.1755, 1.3131, 5.3776], [1.7456, 0.6447, 4.9326], [-0.8450, -0.9438, 4.5761], [1.9784, -1.2683, 3.4577], [0.6011, -2.3277, 3.0942], [1.2528, -2.2453, 4.7334], [1.4973, 1.6482, 2.9876], [0.0225, 2.5999, 3.2468], [-0.2708, 0.2497, -3.8055], [-1.3880, 1.5832, -3.4853], [-1.0696, -1.9249, -3.3985], [-3.8942, -0.9996, -4.1123], [-2.8253, -2.0285, -5.0391], [-2.4196, -0.3313, -4.8321], [-3.8057, -2.6133, -2.2388], [-2.2867, -2.9103, -1.3792], [-2.6033, -3.6842, -2.9442], [-2.8820, 1.5750, -0.8829], [-4.7968, -0.6419, -1.7630], [-5.0436, 0.5266, -0.4813], [-3.8459, -0.7638, -0.2798], [-4.0697, 1.0682, -3.6462], [-3.1479, 2.4674, -3.0831], [-4.7205, 2.1227, -2.4113], [0.4336, 1.9960, -5.0491], [2.1122, 3.3896, -6.1518], [3.8187, 4.5790, -4.8261], [3.7896, 4.4577, -2.3735], [1.2914, 5.6129, -1.8136], [0.1083, 7.3005, -0.4650], [-0.5531, 6.8058, 1.8519], [-0.2317, 4.5826, 2.7920], [3.6224, 5.0171, -0.0222], [5.8553, 4.6458, 0.9525], [6.7008, 2.3455, 1.2629], [5.3025, 0.4271, 0.7186], [3.4320, -0.8023, 1.1906], [3.9330, -1.0378, -0.5043], [2.8327, -2.8527, 1.9248], [3.4329, -4.6995, -0.4458], [4.1636, -4.7130, 1.1440], [4.4820, -3.3675, 0.0734], [1.0774, -4.9727, 0.6007], [0.6919, -4.0670, 2.0688], [2.0261, -5.1934, 2.0547], [3.1325, -2.9299, -1.8455], [0.1136, -3.4554, -1.9664], [1.3688, -4.6411, -1.5970], [1.2528, -3.9827, -3.2201], [0.8619, -1.0772, -2.6507], [2.0536, -1.7527, -3.7801], [2.5672, -0.6024, -2.5513], [-2.7265, -0.1557, 3.1510], [-2.3265, 2.4391, 1.5794], [-3.8781, 1.6837, 1.9398], [-2.6995, 0.8209, 0.9297], [-1.9127, 2.5986, 4.2071], [-2.0605, 1.1105, 5.1604], [-3.4676, 1.8198, 4.3978], [-1.6112, -5.3119, -0.2888], [-2.8560, -4.7732, 0.7619], [-3.8464, -5.6697, 1.1153], [-4.8481, -5.3030, 2.0017], [-4.8811, -4.0048, 2.5188], [-3.9078, -3.1082, 2.1682], [-2.8209, -3.4592, 1.3204], [-1.6959, -2.6149, 1.2115], [-3.8210, -6.6717, 0.7163], [-5.5975, -6.0221, 2.2926], [-5.6653, -3.7182, 3.2025], [-3.9372, -2.1059, 2.5651], [-0.8002, -3.1186, 0.8252], [-1.6120, -1.9510, 2.0759]],
  "forces_ev_per_angstrom": [[-0.5, -0.8, 0.3], [-0.1, 0.2, -0.1], [0.2, -0.4, -0.5], [-0.2, 0.0, -0.1], [-0.4, 0.8, 0.7], [-0.1, -0.4, 0.5], [-0.5, 0.0, -1.3], [2.1, 1.1, -1.6], [-0.7, -1.2, 3.0], [0.0, -0.2, 0.0], [0.1, 1.0, -1.1], [0.1, -0.1, 0.6], [0.1, 0.1, 0.0], [0.2, 0.0, 0.1], [0.2, -0.2, 0.4], [0.1, 0.0, 0.1], [0.2, 0.0, 0.0], [1.1, 1.0, -0.4], [-0.2, -0.3, 0.6], [0.4, 0.3, 0.2], [-0.1, -0.1, 0.0], [0.0, 0.1, -0.2], [-0.5, -0.3, -1.3], [-0.2, 0.2, 0.1], [-0.1, 0.3, -0.4], [0.0, -0.2, -0.1], [0.1, -0.1, -0.3], [-0.1, -0.3, 0.5], [-0.1, 0.5, 0.3], [0.0, -0.6, 0.0], [1.0, -0.6, 0.8], [0.2, -0.1, 0.1], [0.1, -0.1, 0.0], [-0.1, 0.6, -0.1], [-0.6, -0.2, -0.2], [0.5, 1.2, 0.3], [-2.2, -0.6, -0.7], [-0.2, 0.0, 0.3], [1.5, 0.1, -0.5], [-0.5, 0.1, 0.3], [0.0, 0.3, 0.0], [0.0, 0.1, 0.0], [-0.5, 0.0, 0.1], [0.2, 0.0, 0.1], [0.1, 0.0, 0.2], [0.2, -0.1, -0.4], [0.1, -0.3, 0.0], [0.1, -0.2, 0.0], [0.0, -0.1, 0.0], [-0.1, 0.1, 0.1], [0.1, 0.0, 0.0], [0.1, 0.1, -0.2], [0.1, 0.0, -0.1], [0.1, -0.1, 0.0], [0.1, -0.1, 0.1], [-0.1, 0.1, 0.1], [0.1, -0.1, 0.0], [-0.1, 0.0, 0.1], [0.1, -0.2, 0.0], [-0.1, 0.1, 0.1], [-0.1, 0.0, 0.0], [0.0, -0.1, 0.0], [0.0, 0.0, -0.1], [-0.1, 0.0, 0.0], [-0.1, -0.2, -0.1], [0.0, -0.1, 0.0], [0.0, -0.2, 0.0], [-0.1, -0.1, -0.1], [-0.1, 0.1, 0.1], [-0.2, -0.1, 0.1], [0.0, -0.1, -0.1], [0.0, 0.0, 0.0], [-0.1, 0.0, 0.0], [-0.1, -0.1, -0.1], [0.0, 0.0, -0.1], [0.1, 0.1, -0.1], [0.1, 0.0, 0.1], [0.1, 0.0, -0.1], [0.0, 0.2, -0.1], [-0.1, 0.1, 0.1], [-0.1, -0.1, 0.1], [0.0, 0.1, 0.0], [0.1, 0.1, 0.0], [0.1, 0.0, 0.0], [0.0, -0.1, 0.0], [0.1, -0.1, -0.1], [-0.1, -0.1, 0.2], [0.0, 0.0, -0.1], [0.0, 0.0, -0.1], [0.0, 0.0, 0.1], [0.1, 0.1, -0.1], [-0.1, -0.1, -0.1], [-0.1, 0.0, 0.0], [0.0, -0.1, 0.1], [-0.1, 0.1, 0.2], [-0.1, -0.1, -0.1], [0.0, -0.1, 0.0], [0.0, 0.0, -0.1], [0.0, 0.1, -0.2], [0.0, 0.0, -0.1], [0.0, 0.1, 0.0], [0.1, 0.1, 0.0], [0.1, 0.1, -0.1], [-0.1, 0.0, 0.0], [-0.2, 0.2, 0.0], [0.1, 0.2, 0.0], [0.0, 0.0, 0.1], [-0.1, 0.0, 0.0], [0.1, 0.0, -0.1], [-0.3, -0.1, 0.2], [0.2, 0.0, -0.2], [0.1, 0.1, 0.0], [0.0, 0.2, 0.0], [-0.1, 0.0, 0.1], [0.0, 0.0, -0.2], [0.0, -0.5, 0.1], [0.0, -0.1, -0.1], [-0.1, -0.1, 0.0], [-0.1, 0.0, 0.0], [0.0, 0.2, 0.1], [-0.1, 0.2, 0.2], [0.1, 0.0, -0.1]],
  "mulliken_spin": [2.253, 0.005, -0.013, 0.061, 0.135, -0.083, 0.365, -0.001, 0.155, -0.029, 0.078, -0.018, 0.008, -0.017, -0.005, -0.009, 0.007, -0.020, 0.026, -0.007, 0.042, -0.020, 0.026, 0.014, 0.182, -0.089, 0.203, -0.002, 0.100, 0.145, 0.086, -0.004, -0.005, 0.003, -0.005, -0.018, 0.037, -0.001, 0.124, 0.009, 0.007, 0.005, 0.021, 0.025, -0.019, -0.059, 0.057, 0.003, 0.001, 0.000, 0.000, 0.007, -0.006, -0.001, 0.000, 0.006, 0.031, 0.007, 0.001, 0.011, 0.000, 0.000, -0.001, 0.005, 0.073, 0.003, 0.011, 0.000, 0.002, 0.032, -0.001, 0.000, 0.000, 0.000, 0.000, 0.001, 0.002, 0.005, -0.001, 0.004, -0.009, 0.002, 0.000, 0.000, -0.001, 0.010, -0.007, 0.002, -0.001, 0.003, -0.001, 0.001, 0.002, 0.001, -0.002, 0.016, 0.003, 0.002, 0.050, -0.002, -0.001, 0.006, -0.006, 0.002, -0.035, -0.001, -0.001, 0.001, 0.025, 0.159, -0.056, 0.186, -0.039, 0.133, 0.211, 0.406, 0.003, 0.004, 0.001, 0.019, -0.010, -0.026]
}


[3]
{
  "formula": "C23H36HfN3O2P",
  "method": "the ωB97M-V functional and the def2-TZVPD basis",
  "charge": 4,
  "total_energy_ha": -1600.1598,
  "species": ["N", "C", "C", "H", "H", "H", "N", "C", "C", "H", "H", "H", "N", "C", "C", "H", "H", "H", "Hf", "C", "O", "C", "O", "C", "C", "C", "C", "C", "C", "H", "H", "H", "H", "H", "H", "C", "C", "C", "P", "C", "C", "C", "C", "C", "C", "H", "H", "H", "H", "H", "H", "H", "H", "H", "H", "H", "H", "H", "H", "H", "H", "H", "H", "H", "H", "H"],
  "xyz": [[1.1008, 3.2809, 0.7125], [0.9590, 4.3984, 0.3812], [0.9427, 5.8246, 0.2124], [-0.1029, 6.1153, 0.0703], [1.5755, 6.0720, -0.6466], [1.3651, 6.1703, 1.1646], [2.7297, -2.3702, 0.5129], [3.6896, -2.6930, -0.0336], [4.9432, -3.2498, -0.5134], [5.3329, -2.6373, -1.3495], [4.7339, -4.2917, -0.8486], [5.6259, -3.2236, 0.3701], [-3.1298, -1.5077, 0.8304], [-3.9631, -2.2062, 0.4384], [-5.1324, -3.0598, 0.2649], [-5.0339, -3.8542, 1.0246], [-5.1486, -3.4767, -0.7514], [-6.0240, -2.4302, 0.4404], [-0.1075, -0.0134, -2.8631], [0.0253, -1.9688, 2.0875], [-0.1449, -2.6309, 1.1642], [1.6638, 0.1000, 2.1280], [2.6549, 0.2637, 1.5829], [0.4469, 1.4593, -4.2639], [-0.9527, 1.5257, -4.0665], [-1.7425, 0.3558, -4.0952], [-1.1399, -0.9207, -4.3330], [0.2879, -1.0007, -4.5772], [1.0743, 0.2076, -4.5545], [1.0690, 2.3415, -4.2324], [-1.4333, 2.4905, -3.8821], [-2.8230, 0.3773, -3.9627], [-1.7223, -1.8205, -4.4043], [0.7230, -1.9252, -4.8729], [2.1030, 0.1332, -4.8299], [-1.2749, -0.8040, 4.7696], [-2.2694, 0.2009, 4.1827], [-2.6770, 1.1906, 5.2685], [-1.6287, 0.8837, 2.5754], [-3.1644, 1.4356, 1.6482], [-4.3194, 1.9450, 2.5027], [-2.8224, 2.3469, 0.4647], [-0.7833, 2.4774, 3.0510], [-1.6649, 3.6601, 3.4235], [0.3274, 2.2961, 4.0830], [-0.4268, -0.3028, 5.2565], [-0.8823, -1.4971, 4.0165], [-1.8076, -1.3921, 5.5301], [-3.1611, -0.3483, 3.8333], [-1.8206, 1.7513, 5.6614], [-3.4622, 1.8885, 4.9636], [-3.0803, 0.5960, 6.1002], [-3.4879, 0.4699, 1.2188], [-4.0753, 2.8816, 3.0150], [-5.1756, 2.1416, 1.8430], [-4.6430, 1.2033, 3.2419], [-2.4131, 1.7493, -0.3605], [-3.7403, 2.8273, 0.1030], [-2.0947, 3.1265, 0.7201], [-0.2940, 2.7070, 2.0870], [-2.2078, 3.4904, 4.3608], [-0.9999, 4.5201, 3.5826], [-2.3669, 3.9364, 2.6322], [0.8559, 3.2569, 4.1613], [-0.0529, 2.0366, 5.0793], [1.0637, 1.5495, 3.7639]],
  "forces_ev_per_angstrom": [[-0.8, 2.1, -1.3], [0.8, -3.2, 1.2], [-0.1, -0.2, -0.1], [0.3, 0.5, 0.0], [-0.2, 0.3, 0.3], [-0.1, 0.6, -0.4], [-0.2, 0.3, -0.6], [-0.2, -0.3, 0.6], [0.2, -0.1, -0.1], [0.0, -0.5, 0.5], [0.4, 0.7, 0.3], [-0.2, -0.2, -0.9], [0.1, -0.3, -0.8], [0.1, 0.4, 1.1], [0.1, 0.0, -0.3], [-0.3, 0.2, -0.4], [-0.2, 0.0, 0.4], [0.3, -0.5, -0.1], [1.7, -1.5, 13.7], [-1.1, -2.4, -2.9], [0.5, 1.8, 2.5], [2.7, 1.2, -1.6], [-2.4, -0.4, 1.5], [3.0, 0.1, -0.1], [-4.0, 0.5, -1.1], [-2.1, 2.0, -4.0], [-2.2, -0.9, 0.3], [3.4, 1.3, -3.2], [-0.6, -1.1, -5.4], [0.0, 0.1, 0.1], [0.2, -0.3, -0.1], [0.2, 0.3, -0.1], [-0.3, -0.2, -0.1], [0.4, -0.6, -0.2], [0.7, 0.1, -0.1], [0.1, -0.7, 0.6], [0.3, -2.9, -0.3], [0.2, 1.6, -0.1], [-3.1, 4.5, 3.9], [0.2, -1.6, -2.9], [0.1, 0.3, 1.7], [0.3, 0.1, 0.0], [2.4, -1.8, -1.0], [-1.6, 0.6, -0.1], [0.3, 0.0, 0.1], [-0.3, -0.1, -0.1], [-0.3, 0.2, 0.5], [0.3, 0.1, -0.1], [0.3, -0.1, -0.1], [-0.4, -0.2, 0.1], [0.3, -0.2, 0.1], [0.2, -0.3, -0.3], [-0.1, 0.5, 0.2], [-0.3, -0.3, -0.1], [0.4, -0.2, -0.2], [0.0, 0.3, -0.2], [0.0, 0.1, 0.1], [0.2, -0.1, 0.1], [-0.2, -0.1, -0.2], [0.2, 0.4, 0.2], [0.2, 0.1, -0.4], [0.1, -0.4, -0.2], [0.1, 0.1, 0.3], [-0.1, -0.3, 0.0], [0.2, 0.1, -0.3], [-0.2, 0.2, 0.3]],
  "lowdin_charge": [0.126, -0.248, -0.025, 0.101, 0.111, 0.118, 0.127, -0.262, -0.042, 0.096, 0.112, 0.119, 0.117, -0.218, -0.020, 0.118, 0.103, 0.114, 1.706, -0.027, 0.040, -0.025, 0.078, -0.133, -0.121, -0.124, -0.161, -0.122, -0.089, 0.163, 0.172, 0.173, 0.160, 0.161, 0.167, -0.088, -0.467, -0.035, 1.468, -0.501, -0.038, -0.084, -0.513, -0.036, -0.078, 0.102, 0.008, 0.119, 0.124, 0.089, 0.079, 0.144, 0.043, 0.082, 0.131, 0.095, 0.059, 0.112, 0.060, 0.035, 0.090, 0.128, 0.077, 0.117, 0.082, 0.034]
}


[4]
{
  "formula": "C2H3I2N",
  "method": "the ωB97M-V functional and the def2-TZVPD basis",
  "charge": 0,
  "total_energy_ha": -727.9852,
  "species": ["C", "C", "N", "I", "I", "H", "H", "H"],
  "xyz": [[0.6966, 0.5382, 1.9611], [0.0260, -2.2895, 0.5109], [0.2190, 1.3980, 1.3012], [1.3331, -0.0672, 3.8650], [-1.8900, -2.8198, 0.8509], [0.6113, -1.8204, 1.3620], [0.1900, -1.8210, -0.4562], [0.0607, 2.3675, 1.5981]],
  "forces_ev_per_angstrom": [[0.3, -1.9, -0.5], [1.2, 1.5, 0.8], [-0.4, 2.1, -0.2], [0.2, 0.1, 0.9], [-0.4, -0.2, 0.2], [-0.9, -1.0, -1.1], [0.1, -0.3, 0.1], [-0.1, -0.2, -0.2]],
  "lowdin_charge": [-0.767, -0.658, 0.044, 0.698, 0.728, -0.084, -0.046, 0.085]
}